(1)
{
  "formula": "C14H39B2ClFN2O13P",
  "method": "the ωB97M-V functional and the def2-TZVPD basis",
  "total_charge": -2,
  "spin_multiplicity": 1,
  "symbols": ["C", "C", "B", "O", "C", "O", "N", "O", "O", "B", "P", "N", "C", "O", "O", "O", "C", "Cl", "C", "C", "C", "F", "H", "H", "H", "H", "H", "H", "H", "H", "H", "H", "H", "H", "H", "H", "H", "C", "O", "H", "H", "H", "H", "C", "O", "H", "H", "H", "H", "C", "O", "H", "H", "H", "H", "C", "O", "H", "H", "H", "H", "C", "O", "H", "H", "H", "H", "C", "O", "H", "H", "H", "H"],
  "positions_angstrom": [[1.473, 3.295, -0.414], [0.478, 2.393, 0.385], [-0.102, 1.247, -0.575], [-0.057, 1.468, -1.952], [-0.700, -0.106, 0.101], [-1.554, 0.411, 1.163], [-2.268, -0.578, 1.813], [-3.411, -0.257, 1.821], [0.458, -0.780, 0.445], [0.945, -1.569, -0.732], [2.654, -0.808, -1.338], [2.682, -0.477, -2.920], [1.401, -3.124, -0.408], [2.120, -3.727, -1.252], [1.107, -3.702, 0.675], [-0.194, -1.384, -1.682], [-1.322, -1.077, -0.975], [-1.939, -2.726, -0.404], [-2.535, -0.463, -1.752], [-2.378, -0.383, -3.280], [-3.814, -0.144, -3.885], [-1.907, -1.547, -3.861], [1.814, 4.152, 0.190], [1.031, 3.712, -1.335], [2.317, 2.653, -0.710], [0.945, 2.005, 1.302], [-0.393, 3.026, 0.661], [0.637, 0.864, -2.313], [3.704, -1.686, -0.999], [2.852, 0.390, -0.567], [1.781, -0.747, -3.317], [-2.785, 0.525, -1.320], [-3.406, -1.094, -1.523], [-1.789, 0.504, -3.563], [-3.936, 0.868, -4.303], [-4.569, -0.331, -3.100], [-4.015, -0.896, -4.668], [6.497, -0.167, -0.429], [5.283, 0.445, -0.840], [6.361, -1.246, -0.455], [7.311, 0.113, -1.109], [6.749, 0.140, 0.592], [5.412, 1.398, -0.812], [-6.203, -3.483, -0.115], [-5.329, -2.795, -0.995], [-7.220, -3.419, -0.503], [-5.911, -4.536, -0.042], [-6.162, -3.017, 0.872], [-4.445, -2.876, -0.608], [-5.429, -2.268, 4.084], [-5.594, -1.703, 2.794], [-6.297, -2.888, 4.304], [-4.529, -2.888, 4.112], [-5.352, -1.477, 4.837], [-4.813, -1.157, 2.615], [-2.288, 3.762, 3.069], [-1.735, 2.529, 3.498], [-1.959, 4.543, 3.754], [-1.941, 4.000, 2.060], [-3.381, 3.711, 3.080], [-2.036, 1.852, 2.879], [4.919, -2.908, 2.031], [4.994, -3.072, 0.627], [5.893, -2.569, 2.392], [4.162, -2.160, 2.282], [4.668, -3.859, 2.510], [4.117, -3.373, 0.327], [4.835, 5.164, -0.639], [4.221, 4.235, 0.242], [4.061, 5.608, -1.261], [5.336, 5.953, -0.069], [5.562, 4.655, -1.279], [4.916, 3.849, 0.785]]
}

(2)
{
  "formula": "C14H39B2ClNO14S4",
  "method": "the ωB97M-V functional and the def2-TZVPD basis",
  "total_charge": -1,
  "spin_multiplicity": 1,
  "symbols": ["C", "B", "O", "C", "Cl", "B", "N", "O", "H", "H", "H", "H", "H", "H", "H", "O", "S", "O", "O", "C", "C", "C", "H", "H", "H", "H", "H", "H", "H", "H", "O", "S", "O", "O", "C", "C", "C", "H", "H", "H", "H", "H", "H", "H", "H", "O", "S", "O", "O", "C", "C", "C", "H", "H", "H", "H", "H", "H", "H", "H", "O", "S", "O", "O", "C", "C", "C", "H", "H", "H", "H", "H", "H", "H", "H"],
  "positions_angstrom": [[-0.175, 1.293, 1.826], [-1.582, 0.699, 1.204], [-1.699, -0.802, 1.176], [-2.860, 1.582, 0.663], [-3.338, 0.814, -0.981], [-4.141, 1.284, 1.665], [-4.648, -0.173, 1.760], [-4.764, 2.376, 2.468], [0.092, 2.382, 1.493], [-0.213, 1.152, 3.005], [0.690, 0.587, 1.404], [-1.176, -1.070, 2.011], [-4.408, -0.590, 2.691], [-5.678, -0.218, 1.561], [-4.946, 3.139, 1.833], [2.736, 3.281, 1.890], [3.935, 3.688, 1.189], [5.108, 4.170, 1.886], [3.534, 4.764, 0.033], [2.790, 5.916, 0.403], [3.676, 6.961, 1.055], [4.430, 2.373, 0.104], [1.951, 5.647, 1.053], [2.366, 6.332, -0.517], [4.039, 6.616, 2.028], [3.125, 7.892, 1.211], [4.555, 7.166, 0.436], [3.562, 2.041, -0.469], [4.810, 1.553, 0.717], [5.218, 2.737, -0.559], [-0.712, 5.664, -2.686], [-1.809, 5.937, -3.590], [-2.821, 6.929, -3.294], [-2.546, 4.535, -3.970], [-3.000, 3.697, -2.917], [-4.300, 4.208, -2.324], [-1.144, 6.281, -5.200], [-2.230, 3.585, -2.147], [-3.171, 2.705, -3.349], [-4.145, 5.154, -1.797], [-4.710, 3.486, -1.612], [-5.039, 4.392, -3.110], [-0.421, 5.505, -5.457], [-0.652, 7.254, -5.162], [-1.962, 6.306, -5.923], [2.843, -2.699, -0.718], [2.157, -3.193, -1.893], [1.821, -2.332, -3.007], [0.816, -3.993, -1.427], [-0.113, -3.331, -0.582], [-0.977, -2.359, -1.363], [3.046, -4.597, -2.519], [0.400, -2.829, 0.246], [-0.753, -4.104, -0.143], [-0.383, -1.517, -1.734], [-1.775, -1.957, -0.732], [-1.423, -2.849, -2.234], [3.254, -5.281, -1.694], [3.981, -4.238, -2.953], [2.442, -5.085, -3.287], [2.288, -6.636, 3.639], [1.191, -6.363, 2.735], [0.179, -5.371, 3.031], [0.454, -7.765, 2.355], [0.000, -8.603, 3.408], [-1.300, -8.092, 4.001], [1.856, -6.019, 1.125], [0.770, -8.715, 4.178], [-0.171, -9.595, 2.976], [-1.145, -7.146, 4.528], [-1.710, -8.814, 4.713], [-2.039, -7.908, 3.215], [2.579, -6.795, 0.868], [2.348, -5.046, 1.163], [1.038, -5.994, 0.402]]
}

(3)
{
  "formula": "C14H39N7O2P2",
  "method": "the ωB97M-V functional and the def2-TZVPD basis",
  "smiles": "CN(C)P(=O)(N(C)C)N(C)C.CN(C)P(=O)(N(C)C)N(C)C.CC#N",
  "relative_energy_ev": 0.000,
  "total_charge": 0,
  "spin_multiplicity": 1,
  "symbols": ["O", "P", "N", "C", "C", "N", "C", "C", "N", "C", "C", "H", "H", "H", "H", "H", "H", "H", "H", "H", "H", "H", "H", "H", "H", "H", "H", "H", "H", "O", "P", "N", "C", "C", "N", "C", "C", "N", "C", "C", "H", "H", "H", "H", "H", "H", "H", "H", "H", "H", "H", "H", "H", "H", "H", "H", "H", "H", "C", "C", "N", "H", "H", "H"],
  "positions_angstrom": [[0.935, -2.231, 0.119], [2.224, -2.213, 0.826], [3.324, -3.270, 0.176], [4.641, -3.521, 0.738], [3.133, -3.690, -1.205], [2.238, -2.590, 2.434], [2.240, -3.967, 2.876], [1.663, -1.643, 3.381], [2.871, -0.683, 0.805], [4.074, -0.312, 1.503], [2.535, 0.124, -0.358], [4.721, -3.082, 1.729], [5.421, -3.077, 0.108], [4.814, -4.600, 0.783], [2.129, -4.083, -1.350], [3.873, -4.452, -1.457], [3.291, -2.883, -1.934], [2.733, -4.036, 3.844], [1.227, -4.378, 2.908], [2.809, -4.568, 2.168], [2.376, -0.871, 3.675], [0.774, -1.157, 2.980], [1.347, -2.176, 4.275], [4.986, -0.576, 0.944], [4.088, 0.772, 1.639], [4.128, -0.817, 2.463], [3.072, -0.206, -1.262], [2.853, 1.153, -0.176], [1.472, 0.032, -0.566], [-4.783, 0.486, -1.722], [-3.598, 1.357, -1.691], [-3.627, 2.716, -2.630], [-4.505, 3.809, -2.205], [-3.435, 2.591, -4.075], [-2.257, 0.554, -2.221], [-2.186, -0.887, -2.084], [-0.989, 1.245, -2.363], [-3.340, 1.938, -0.159], [-3.945, 1.236, 0.955], [-2.637, 3.167, 0.185], [-5.258, 3.439, -1.503], [-5.048, 4.185, -3.070], [-3.950, 4.612, -1.719], [-4.343, 2.230, -4.572], [-2.672, 1.842, -4.274], [-3.132, 3.549, -4.493], [-3.029, -1.380, -2.564], [-1.280, -1.247, -2.579], [-2.112, -1.215, -1.040], [-0.267, 0.955, -1.587], [-0.521, 1.006, -3.326], [-1.135, 2.320, -2.301], [-5.012, 1.475, 1.071], [-3.948, 0.157, 0.789], [-3.418, 1.458, 1.881], [-2.041, 3.507, -0.655], [-2.039, 2.975, 1.076], [-3.375, 3.936, 0.453], [0.579, 2.035, 2.016], [-0.173, 1.413, 3.104], [-0.787, 0.928, 3.945], [1.647, 1.924, 2.196], [0.350, 3.100, 2.020], [0.275, 1.588, 1.073]]
}

(4)
{
  "formula": "C14H40N2O5",
  "method": "the ωB97M-V functional and the def2-TZVPD basis",
  "smiles": "COC[C@H](C)N.COC[C@H](C)N.CCO.CCO.CCO",
  "relative_energy_ev": 0.803,
  "total_charge": 0,
  "spin_multiplicity": 1,
  "symbols": ["C", "C", "O", "H", "H", "H", "H", "H", "H", "C", "C", "O", "H", "H", "H", "H", "H", "H", "C", "C", "O", "H", "H", "H", "H", "H", "H", "C", "C", "C", "O", "C", "N", "H", "H", "H", "H", "H", "H", "H", "H", "H", "H", "H", "C", "C", "C", "O", "C", "N", "H", "H", "H", "H", "H", "H", "H", "H", "H", "H", "H"],
  "positions_angstrom": [[-0.178, -2.884, 0.155], [0.153, -1.420, 0.049], [-0.445, -0.935, -1.143], [-1.235, -3.140, 0.134], [0.274, -3.340, 1.042], [0.300, -3.443, -0.657], [1.224, -1.206, 0.043], [-0.283, -0.920, 0.923], [-0.006, -0.245, -1.639], [3.759, -1.909, 2.021], [2.967, -2.798, 2.957], [3.553, -4.082, 3.062], [3.309, -0.936, 1.801], [3.859, -2.374, 1.037], [4.773, -1.660, 2.337], [1.916, -2.902, 2.687], [2.876, -2.411, 3.982], [4.332, -4.097, 3.617], [0.611, 3.137, -2.650], [0.652, 3.101, -1.127], [-0.566, 3.540, -0.579], [-0.038, 2.389, -3.103], [1.612, 2.877, -3.016], [0.455, 4.156, -2.995], [1.450, 3.820, -0.888], [1.007, 2.138, -0.744], [-0.524, 3.460, 0.385], [-3.912, -3.578, -4.636], [-2.983, -2.528, -4.051], [-3.732, -1.445, -3.234], [-4.488, -2.075, -2.215], [-5.663, -1.398, -1.862], [-1.842, -3.103, -3.349], [-4.288, -4.122, -3.764], [-3.372, -4.231, -5.314], [-4.778, -3.100, -5.092], [-2.572, -1.891, -4.851], [-4.352, -0.855, -3.919], [-2.973, -0.786, -2.795], [-5.583, -0.302, -1.917], [-5.900, -1.559, -0.810], [-6.510, -1.658, -2.504], [-2.164, -3.470, -2.450], [-1.256, -2.339, -3.013], [0.948, 1.326, 2.684], [0.868, 2.730, 3.308], [1.974, 3.658, 2.836], [3.241, 3.055, 3.149], [4.292, 3.760, 2.469], [-0.415, 3.319, 2.859], [1.967, 0.941, 2.779], [0.663, 1.375, 1.635], [0.325, 0.656, 3.277], [0.847, 2.586, 4.393], [1.966, 4.579, 3.436], [1.863, 3.910, 1.778], [4.253, 4.837, 2.643], [4.266, 3.436, 1.429], [5.220, 3.434, 2.945], [-1.215, 2.738, 3.074], [-0.502, 4.182, 3.395]]
}

(5)
{
  "formula": "C14H40O6",
  "method": "the ωB97M-V functional and the def2-TZVPD basis",
  "smiles": "CC(C)O.CC(C)O.CC(C)O.CC(C)O.CO.CO",
  "relative_energy_ev": 3.128,
  "total_charge": 0,
  "spin_multiplicity": 1,
  "symbols": ["C", "C", "C", "O", "H", "H", "H", "H", "H", "H", "H", "H", "C", "C", "C", "O", "H", "H", "H", "H", "H", "H", "H", "H", "C", "C", "C", "O", "H", "H", "H", "H", "H", "H", "H", "H", "C", "C", "C", "O", "H", "H", "H", "H", "H", "H", "H", "H", "C", "O", "H", "H", "H", "H", "C", "O", "H", "H", "H", "H"],
  "positions_angstrom": [[-15.436, 27.636, 23.351], [-15.448, 26.550, 22.253], [-14.409, 26.671, 21.066], [-15.329, 25.321, 22.970], [-14.444, 27.773, 23.781], [-15.967, 27.422, 24.278], [-15.675, 28.649, 23.029], [-16.443, 26.538, 21.809], [-14.877, 27.450, 20.465], [-14.476, 25.741, 20.501], [-13.370, 26.888, 21.316], [-16.168, 25.218, 23.425], [-20.223, 22.601, 28.893], [-19.902, 23.934, 29.542], [-21.098, 24.969, 29.442], [-19.596, 23.721, 30.899], [-20.687, 22.819, 27.931], [-21.027, 22.076, 29.410], [-19.465, 21.841, 28.705], [-19.095, 24.508, 29.087], [-22.001, 24.554, 29.889], [-21.145, 25.262, 28.394], [-20.731, 25.862, 29.949], [-18.849, 23.118, 30.918], [-22.486, 25.203, 22.301], [-21.131, 25.873, 22.420], [-21.113, 26.905, 23.591], [-20.112, 24.917, 22.491], [-22.404, 24.633, 21.376], [-23.378, 25.826, 22.362], [-22.557, 24.374, 23.006], [-21.119, 26.384, 21.457], [-21.327, 26.395, 24.530], [-22.034, 27.485, 23.539], [-20.164, 27.441, 23.614], [-20.203, 24.228, 21.829], [-20.251, 20.750, 25.703], [-19.383, 19.726, 24.883], [-19.388, 18.386, 25.592], [-19.980, 19.702, 23.616], [-21.312, 20.513, 25.786], [-20.256, 21.731, 25.229], [-19.680, 20.859, 26.625], [-18.350, 20.059, 24.777], [-20.410, 18.101, 25.843], [-18.748, 18.436, 26.472], [-19.080, 17.598, 24.904], [-19.444, 19.098, 23.098], [-18.227, 24.278, 25.497], [-18.030, 25.060, 24.334], [-19.297, 24.208, 25.690], [-17.712, 23.325, 25.624], [-17.803, 24.783, 26.365], [-18.752, 24.921, 23.716], [-15.901, 20.570, 26.043], [-14.659, 20.998, 26.396], [-15.986, 20.038, 25.096], [-16.399, 19.931, 26.771], [-16.558, 21.404, 25.796], [-14.139, 20.214, 26.206]]
}

(6)
{
  "formula": "C14H41F7HfN3O5P",
  "method": "the ωB97M-V functional and the def2-TZVPD basis",
  "total_charge": 2,
  "spin_multiplicity": 1,
  "symbols": ["Hf", "P", "F", "F", "F", "F", "F", "F", "F", "C", "O", "H", "H", "H", "H", "C", "O", "H", "H", "H", "H", "C", "C", "C", "O", "C", "N", "H", "H", "H", "H", "H", "H", "H", "H", "H", "H", "H", "C", "C", "C", "O", "C", "N", "H", "H", "H", "H", "H", "H", "H", "H", "H", "H", "H", "C", "C", "C", "O", "C", "N", "H", "H", "H", "H", "H", "H", "H", "H", "H", "H", "H"],
  "positions_angstrom": [[-0.305, -2.010, -0.927], [-1.158, -2.998, 3.657], [-2.284, -3.803, 2.828], [-0.956, -2.052, 2.312], [-2.307, -2.036, 4.230], [-0.045, -2.111, 4.394], [-1.316, -3.952, 4.925], [0.024, -3.982, 3.075], [0.119, -0.433, 0.387], [1.964, 0.305, 3.878], [2.067, 0.677, 2.504], [0.992, 0.505, 4.332], [2.130, -0.767, 4.014], [2.710, 0.852, 4.448], [1.330, 0.293, 2.024], [-2.740, -0.273, 0.781], [-2.383, -1.483, -0.018], [-3.732, 0.034, 0.446], [-2.768, -0.595, 1.819], [-2.062, 0.546, 0.572], [-3.150, -2.050, 0.168], [-2.935, 1.315, -2.604], [-2.265, -0.047, -2.719], [-2.170, -0.477, -4.164], [-1.964, -1.881, -4.189], [-2.106, -2.418, -5.505], [-0.919, 0.028, -2.063], [-3.178, 1.514, -1.557], [-3.931, 1.312, -3.051], [-2.382, 2.168, -2.995], [-2.912, -0.799, -2.264], [-1.307, 0.033, -4.623], [-3.032, -0.178, -4.761], [-2.016, -3.497, -5.412], [-1.326, -2.078, -6.192], [-3.058, -2.144, -5.963], [-1.000, 0.783, -1.326], [-0.405, 0.646, -2.704], [-1.730, 3.645, 1.222], [-0.700, 3.825, 0.101], [0.558, 4.473, 0.634], [1.544, 4.410, -0.369], [2.816, 4.907, 0.014], [-0.375, 2.492, -0.423], [-2.006, 4.598, 1.671], [-1.351, 3.003, 2.021], [-2.624, 3.186, 0.796], [-1.202, 4.443, -0.643], [0.912, 4.021, 1.574], [0.416, 5.529, 0.907], [3.182, 4.184, 0.757], [2.713, 5.848, 0.565], [3.530, 5.032, -0.791], [0.384, 2.654, -1.086], [0.027, 1.865, 0.270], [3.365, -3.368, 1.891], [2.414, -2.553, 1.044], [2.971, -2.231, -0.311], [2.040, -1.480, -1.106], [2.560, -0.200, -1.525], [1.063, -3.153, 0.773], [4.004, -2.682, 2.445], [3.986, -4.069, 1.330], [2.864, -3.946, 2.671], [2.234, -1.564, 1.476], [3.243, -3.146, -0.853], [3.943, -1.743, -0.223], [3.280, -0.306, -2.337], [2.997, 0.311, -0.669], [1.777, 0.432, -1.942], [0.630, -3.220, 1.719], [1.310, -4.143, 0.643]]
}

no.,Kohn-Sham gap (eV),calculated total energy (hartree)
1,4.543,-2595.47494
2,4.341,-3767.59831
3,8.680,-1773.40080
4,9.474,-1043.01784
5,9.797,-1008.73129
6,4.542,-2186.49684